ORCA calculation (ωB97M-V with the def2-TZVPD basis set) on C11H17AsF6N4O4SZn as an isolated structure.

The spin multiplicity is 2. For the HOMO energy (spin up / spin down), the calculation gives -0.4791 / -0.4791 Ha. As for the LUMO energy (spin up / spin down): -2.950 / -6.607 eV. The energy above the lowest of the compared OMol25 structures with the same formula, charge and spin comes out at 0.0 kJ/mol. The value obtained for the HOMO-LUMO gap (spin up / spin down) is 10.1 / 6.4 eV. The charge is +1. As for the largest force on an atom: 0.14 eV Å⁻¹.

Last column: natural (NBO) charge in e.
CARTESIAN COORDINATES (ANGSTROEM)
As: 0.002 4.369 -1.238  2.84
Zn: 0.747 1.779 0.073  1.74
S: -2.746 1.331 0.062  0.33
F: 0.030 3.600 0.443  -0.68
F: -0.118 5.899 -0.549  -0.57
F: 0.135 2.611 -1.723  -0.69
F: -1.708 4.123 -1.212  -0.62
F: -0.022 4.826 -2.864  -0.58
F: 1.716 4.334 -1.143  -0.60
O: 5.232 -2.516 0.897  -0.56
O: 0.763 -2.085 0.500  -0.63
O: 0.029 0.014 0.303  -0.92
O: 3.142 -3.292 0.829  -0.64
N: -2.734 1.709 -2.538  -0.55
N: 4.476 0.073 0.556  -0.46
N: 2.547 1.025 0.329  -0.70
N: -2.551 -0.497 -1.861  -0.55
C: -3.951 -2.162 -0.673  -0.63
C: 0.960 -0.883 0.429  0.79
C: 2.347 -0.337 0.467  -0.03
C: -4.177 0.996 -4.439  -0.62
C: 4.047 -2.341 0.794  0.76
C: -2.793 1.429 -3.978  -0.23
C: 4.526 2.566 0.272  -0.67
C: -2.566 -1.571 -0.853  -0.23
C: 3.555 -0.941 0.611  0.04
C: 3.852 1.249 0.380  0.45
C: -2.662 0.788 -1.596  0.32
H: 5.020 2.818 1.211  0.26
H: -4.325 -2.589 -1.604  0.22
H: -4.512 0.090 -3.931  0.21
H: -2.488 2.347 -4.476  0.24
H: -1.848 -2.322 -1.181  0.23
H: -2.541 -0.774 -2.831  0.42
H: 2.222 -2.940 0.715  0.52
H: -4.907 1.780 -4.246  0.23
H: -3.911 -2.959 0.069  0.24
H: -4.165 0.797 -5.510  0.24
H: -2.030 0.684 -4.221  0.20
H: 3.795 3.337 0.040  0.26
H: -2.155 -1.167 0.071  0.23
H: 5.278 2.549 -0.516  0.26
H: -2.678 2.675 -2.241  0.45
H: -4.660 -1.409 -0.328  0.22
H: 5.470 -0.098 0.638  0.46

ORCA calculation (ωB97M-V with the def2-TZVPD basis set) on a 3-piece molecular cluster, C11H17BClO8P overall.

For the HOMO energy, the calculation gives -0.3481 Ha. As for the LUMO energy: -1.187 eV. The value obtained for the HOMO-LUMO gap is 8.3 eV. Its SMILES is COB(O)C1=C(P(O)Cl)C(=O)OC1=O.CC(C)=O.CC(C)=O. As for the largest force on an atom: 1.54 eV Å⁻¹.

Last column: natural (NBO) charge in e.
CARTESIAN COORDINATES (ANGSTROEM)
Cl: -0.356 6.394 0.681  -0.31
P: -0.070 4.924 -0.765  1.15
O: 3.537 1.877 -0.511  -0.88
O: 1.867 0.973 1.968  -0.53
O: 1.356 5.338 -1.397  -0.97
O: -0.206 1.855 1.849  -0.49
O: -1.858 3.306 1.268  -0.50
O: 3.566 4.197 -0.229  -0.69
O: -0.390 0.419 -1.140  -0.58
O: -1.630 -4.690 -0.986  -0.56
C: -2.018 -0.211 0.458  -0.72
C: 0.365 3.534 0.331  -0.42
C: -0.351 -6.105 0.429  -0.72
C: -1.525 -5.772 -0.458  0.61
C: -1.269 -0.363 -0.840  0.61
C: 1.484 2.847 0.554  -0.37
C: -1.652 -1.511 -1.733  -0.73
C: 1.115 1.792 1.529  0.78
C: -0.715 2.956 1.165  0.76
C: 3.534 5.059 0.906  -0.25
C: -2.561 -6.850 -0.658  -0.72
B: 2.920 3.020 -0.089  1.15
H: -1.879 -1.097 1.079  0.23
H: 1.234 5.603 -2.308  0.51
H: -0.700 -6.351 1.433  0.23
H: 4.009 4.621 1.774  0.18
H: 0.315 -5.247 0.487  0.24
H: -2.103 -7.729 -1.113  0.23
H: 2.527 5.403 1.111  0.18
H: -3.081 -0.061 0.264  0.23
H: -2.700 -1.421 -2.025  0.23
H: 3.432 1.213 0.177  0.51
H: -3.345 -6.480 -1.314  0.24
H: -3.001 -7.126 0.301  0.23
H: 4.108 5.936 0.646  0.20
H: -1.496 -2.456 -1.213  0.26
H: -1.033 -1.495 -2.627  0.23
H: 0.199 -6.953 0.019  0.23
H: -1.628 0.652 0.975  0.24

ORCA calculation (ωB97M-V with the def2-TZVPD basis set) on C11H17BN6OPt as an isolated structure.

The spin multiplicity is 3. For the HOMO energy (spin up / spin down), the calculation gives -0.5906 / -0.5892 Ha. As for the LUMO energy (spin up / spin down): -9.834 / -11.731 eV. The energy above the lowest of the compared OMol25 structures with the same formula, charge and spin comes out at 0.0 kJ/mol. The value obtained for the HOMO-LUMO gap (spin up / spin down) is 6.2 / 4.3 eV. The charge is +2. As for the largest force on an atom: 4.57 eV Å⁻¹.

Last column: natural (NBO) charge in e.
CARTESIAN COORDINATES (ANGSTROEM)
Pt: 0.656 0.516 0.034  1.44
O: 1.088 1.495 3.713  -0.75
N: -1.071 -1.978 -0.148  -0.30
N: 1.041 -0.633 -1.586  -0.30
N: -0.262 -1.212 0.628  -0.33
N: 0.094 -1.364 -2.240  -0.31
N: -1.903 -0.039 -1.476  -0.31
N: -1.221 0.836 -0.679  -0.30
C: -1.451 -3.047 0.590  0.06
C: 1.749 2.079 0.125  -0.77
C: -1.870 2.017 -0.637  0.02
C: -0.860 -2.950 1.853  -0.30
C: 2.216 -0.704 -2.256  0.02
C: -3.012 1.890 -1.413  -0.29
C: -3.011 0.594 -1.927  0.09
C: 2.002 -1.516 -3.364  -0.29
C: 0.667 -1.896 -3.339  0.10
C: -0.117 -1.774 1.843  0.01
C: 1.864 2.332 4.580  -0.26
B: -1.339 -1.496 -1.622  0.53
H: 2.606 1.677 5.039  0.20
H: 2.411 3.137 4.069  0.17
H: 2.386 2.108 -0.769  0.26
H: -3.737 2.657 -1.595  0.28
H: -0.950 -3.642 2.673  0.28
H: -1.457 2.831 -0.058  0.25
H: -2.033 -2.224 -2.268  0.03
H: 1.097 2.959 0.145  0.25
H: -2.108 -3.775 0.147  0.26
H: 2.341 1.983 1.048  0.27
H: 2.728 -1.779 -4.108  0.28
H: 0.065 -2.504 -4.003  0.27
H: 0.245 1.972 3.543  0.47
H: -3.698 0.084 -2.586  0.27
H: 0.492 -1.259 2.570  0.26
H: 1.262 2.819 5.357  0.20
H: 3.091 -0.194 -1.887  0.25